Record 1
Below is C26H33IN2O3PPd as an isolated structure, with properties calculated with the ωB97M-V functional and the def2-TZVPD basis.

The geometry in ORCA input format:
```
! wB97M-V def2-TZVPD RIJCOSX def2/J DEFGRID3
* xyz 1 1
Pd 0.00758 -0.66034 0.34050
O 1.32348 3.10112 0.26865
C 1.20709 1.90774 0.33140
O 0.02162 1.30004 0.44741
C 2.39873 0.99639 0.26917
C 3.69506 1.45727 0.55496
C 4.70995 0.54794 0.56467
C 4.45460 -0.80607 0.23384
C 5.46252 -1.80245 0.23422
C 5.16459 -3.08225 -0.12883
C 3.85204 -3.42128 -0.54053
C 2.85790 -2.48803 -0.53135
C 3.13902 -1.16915 -0.11182
N 2.13121 -0.24896 -0.04486
H 3.83630 2.50643 0.77085
H 5.71912 0.84630 0.82273
H 6.47062 -1.52635 0.51824
H 5.93354 -3.84282 -0.11860
H 3.64549 -4.42758 -0.88071
H 1.85708 -2.72965 -0.86877
N -1.53849 0.97675 -2.10345
C -1.35417 -0.28316 -2.51127
O -0.70911 -1.11838 -1.86701
C -1.99317 -0.68570 -3.81292
I -0.92543 0.15681 -5.44697
H -1.03224 1.34079 -1.30082
H -1.98929 1.64013 -2.71170
H -3.01675 -0.32968 -3.89275
H -1.94777 -1.76186 -3.91912
C -1.79059 -3.71405 3.13179
C -0.89755 -2.87747 2.21889
C 0.55890 -2.92578 2.71371
C -0.96086 -3.43310 0.78386
P -1.40850 -1.11042 2.01959
C -3.16264 -1.14928 1.57818
C -4.16289 -1.48137 2.49792
C -5.48913 -1.52663 2.10114
C -5.83538 -1.24053 0.78600
C -4.85270 -0.90324 -0.12975
C -3.52257 -0.85644 0.26622
C -1.20122 -0.04133 3.52867
C 0.26050 0.43598 3.59883
C -1.54379 -0.74499 4.84257
C -2.09717 1.18552 3.30243
H -1.39406 -4.73362 3.15200
H -2.81342 -3.76621 2.76083
H -1.80504 -3.34701 4.15564
H 0.94708 -3.93954 2.59334
H 0.63440 -2.66173 3.76856
H 1.21511 -2.25460 2.15278
H -0.54325 -4.44232 0.76770
H -0.37664 -2.84073 0.05519
H -1.98377 -3.47532 0.40963
H -3.91699 -1.70720 3.52620
H -6.25476 -1.78695 2.82007
H -6.87280 -1.27801 0.48037
H -5.12190 -0.67392 -1.15279
H -2.75703 -0.58643 -0.44431
H 0.96223 -0.38818 3.73220
H 0.36151 1.10531 4.45631
H 0.53307 0.99387 2.71093
H -0.87634 -1.58051 5.04905
H -2.57354 -1.09637 4.88740
H -1.41693 -0.01717 5.64793
H -1.92656 1.62985 2.31946
H -1.84766 1.93800 4.05359
H -3.15557 0.94548 3.39593
*
```

Results
LUMO energy (spin up / spin down), eV: -4.30 / -4.30
Energy relative to the best compared isomer or geometry (same formula, charge and spin), kJ/mol: 0.0
Frontier orbital gap (spin up / spin down), eV: 7.419 / 7.418

---

Record 2
Below is C4H5InLiO2 as an isolated structure in a non-equilibrium geometry, with properties calculated with the ωB97M-V functional and the def2-TZVPD basis.

The geometry in ORCA input format:
```
! wB97M-V def2-TZVPD RIJCOSX def2/J DEFGRID3
* xyz 4 2
H 2.11032 0.14566 -0.52736
C 1.58646 0.73622 0.24629
C 0.22450 1.14110 -0.01456
O 2.13581 0.94436 1.33163
Li 3.81051 0.91081 2.11057
H -0.02532 1.25936 -1.07363
H -0.16367 1.93891 0.62383
C -1.38816 -0.46563 0.46893
C -1.47441 -1.38363 -0.51437
O -1.49284 -1.68100 -1.66539
In -2.00161 -2.88357 -2.95615
H -2.25821 0.19736 0.53279
H -1.06336 -0.85995 1.43741
*
```

Results
LUMO energy (spin up / spin down), eV: -19.76 / -20.79
Energy relative to the best compared isomer or geometry (same formula, charge and spin), kJ/mol: 0.0
Frontier orbital gap (spin up / spin down), eV: 7.436 / 6.408

---

Record 3
Below is C19H14I2NiO6PSe as an isolated structure, with properties calculated with the ωB97M-V functional and the def2-TZVPD basis.

The geometry in ORCA input format:
```
! wB97M-V def2-TZVPD RIJCOSX def2/J DEFGRID3
* xyz -1 1
Ni -0.23163 0.37235 0.10010
O -2.37521 -1.77020 2.43996
C -1.43255 -1.02308 2.25718
O -0.67262 -1.04425 1.21112
C -1.03628 -0.10103 3.42061
C -1.60651 -0.39709 4.65838
C -1.23123 0.28441 5.80108
C -0.26446 1.28109 5.73215
C 0.29691 1.59903 4.51006
C -0.09562 0.92943 3.34917
P 0.65331 1.40000 1.76697
C 2.40757 1.01325 2.03538
C 2.78986 -0.31332 1.83504
C 4.09527 -0.70220 2.08792
C 5.02567 0.22996 2.52783
C 4.64947 1.55044 2.72167
C 3.34084 1.94414 2.47849
C 0.55109 3.20626 1.65173
C -0.34153 3.96640 2.40067
C -0.43240 5.33721 2.19932
C 0.36208 5.95476 1.24651
C 1.23990 5.19818 0.48126
C 1.32936 3.83015 0.67433
H -2.33941 -1.19130 4.68742
H -1.68153 0.03101 6.75285
H 0.04882 1.80604 6.62581
H 1.04947 2.37680 4.44886
H 2.06618 -1.03469 1.47076
H 4.38820 -1.72854 1.91413
H 6.04876 -0.07395 2.71026
H 5.37485 2.28033 3.05881
H 3.05256 2.97624 2.63228
H -0.97663 3.49231 3.13715
H -1.13164 5.91895 2.78639
H 0.28854 7.02350 1.08911
H 1.84451 5.67046 -0.28193
H 1.98511 3.23839 0.04927
O -0.91711 -0.40577 -1.57315
Se -0.14167 0.77924 -2.45604
O -0.98596 1.48771 -3.61101
O 1.30518 0.22519 -3.01132
O 0.19436 1.75021 -1.11161
I 2.50103 -1.60206 -1.91524
I 3.85716 -3.72666 -0.82300
*
```

Results
LUMO energy, eV: 2.07
Energy relative to the best compared isomer or geometry (same formula, charge and spin), kJ/mol: 3.9
Frontier orbital gap, eV: 8.025

---

Record 4
Below is C45H55Br2CoN3O2P2 as an isolated structure in a non-equilibrium geometry, with properties calculated with the ωB97M-V functional and the def2-TZVPD basis.

The geometry in ORCA input format:
```
! wB97M-V def2-TZVPD RIJCOSX def2/J DEFGRID3
* xyz 1 5
Co -1.25328 0.60792 0.81263
C 5.12035 3.23703 -3.91985
C 5.21985 3.24017 -2.40380
C 6.19007 2.17531 -1.86353
C 5.67965 4.68051 -1.88478
C 3.86783 2.85822 -1.83271
C 3.11917 1.79088 -2.51408
C 1.99536 1.31150 -1.98540
Br 1.02506 0.09240 -3.00878
C 1.34153 1.89605 -0.80540
O 0.37137 1.30908 -0.29814
C 1.95002 3.05629 -0.25053
C 3.14959 3.49455 -0.69897
C 1.24280 3.88451 0.85104
C 1.46488 3.20729 2.19047
C -0.22294 4.07429 0.60047
C 1.75485 5.36354 0.92942
H 6.10925 3.61916 -4.16329
H 4.37826 3.95226 -4.25062
H 4.93400 2.23937 -4.28982
H 7.19127 2.15652 -2.41001
H 5.85193 1.16179 -1.82228
H 6.43208 2.48085 -0.80215
H 6.65323 4.84407 -2.26348
H 5.65984 4.94730 -0.83057
H 5.04399 5.37162 -2.46154
H 3.45667 1.44844 -3.48853
H 3.68442 4.36208 -0.19213
H 1.19352 2.14423 2.14503
H 0.93081 3.63883 3.01145
H 2.56233 3.32044 2.46668
H -0.76448 3.12551 0.53657
H -0.32414 4.61470 -0.39815
H -0.61111 4.81677 1.28676
H 2.64885 5.56349 1.51694
H 0.98077 5.92479 1.52141
H 1.79300 5.83853 -0.01334
C -0.22932 -4.13370 0.81418
N -0.12468 -2.70623 0.79093
P -1.45634 -1.75980 0.65874
C -2.58380 -2.13809 2.02034
C -2.08957 -2.82318 3.09085
C -2.75696 -2.97827 4.28001
C -4.05527 -2.50389 4.38653
C -4.60866 -1.86344 3.25738
C -3.85907 -1.60696 2.14213
C -2.16838 -2.38017 -0.96745
C -3.54783 -2.46772 -1.27770
C -3.95223 -2.90570 -2.54094
C -3.07537 -3.10720 -3.54766
C -1.69638 -3.11243 -3.24057
C -1.29604 -2.80187 -1.94046
P 1.53892 -1.90084 0.59474
C 2.58003 -3.39871 0.20194
C 3.20611 -4.20121 1.14923
C 3.64680 -5.46887 0.80619
C 3.36189 -5.97716 -0.46910
C 2.77058 -5.18624 -1.44122
C 2.43470 -3.87318 -1.14143
C 1.82147 -1.62209 2.39281
C 1.50610 -2.53737 3.40971
C 1.61162 -2.11865 4.69584
C 1.92753 -0.74388 5.00560
C 2.25183 0.11820 4.00122
C 2.31019 -0.34694 2.69014
H -1.20665 -4.46540 1.22100
H 0.48072 -4.60678 1.49412
H -0.13632 -4.64361 -0.11923
H -1.06816 -3.25906 3.00256
H -2.24599 -3.54225 5.00831
H -4.66197 -2.60150 5.32192
H -5.61160 -1.41839 3.40020
H -4.31486 -0.96614 1.33743
H -4.29082 -2.38277 -0.54038
H -5.01600 -2.76943 -2.77017
H -3.40071 -3.36399 -4.57631
H -0.99004 -3.30266 -4.05632
H -0.23764 -2.86185 -1.71790
H 3.47370 -3.86289 2.17242
H 4.10809 -6.12060 1.47390
H 3.52454 -7.04137 -0.65385
H 2.58103 -5.55949 -2.41501
H 2.15394 -3.19178 -1.92318
H 1.16359 -3.51251 3.16875
H 1.27800 -2.71511 5.57173
H 1.99769 -0.42101 6.04485
H 2.51162 1.15624 4.22754
H 2.44416 0.39118 1.89977
Br -1.42084 0.95796 3.12950
C -4.49986 1.85418 1.22062
N -4.59478 1.26671 -0.12952
C -5.94714 0.94926 -0.64680
C -6.13652 1.31186 -2.11007
C -4.99227 0.74078 -2.88591
N -3.68113 0.92013 -2.24612
C -2.49463 0.88282 -3.07382
C -3.53730 1.26845 -0.98205
O -2.39513 1.53581 -0.57296
H -3.49130 1.83969 1.68655
H -5.10776 1.23928 1.93412
H -4.85634 2.86766 1.27382
H -6.66108 1.45601 -0.04649
H -6.15319 -0.10495 -0.39014
H -6.10433 2.40840 -2.18371
H -7.10481 1.03376 -2.49005
H -4.91438 1.15019 -3.91766
H -5.14338 -0.35889 -3.04771
H -2.14254 1.83646 -3.47868
H -2.73641 0.28009 -3.98201
H -1.70972 0.42077 -2.47203
*
```

Results
LUMO energy (spin up / spin down), eV: -1.64 / -4.49
Frontier orbital gap (spin up / spin down), eV: 8.965 / 6.144

---

Record 5
Below is C3H4O3 in the gas phase in a non-equilibrium geometry, with properties calculated with the ωB97M-V functional and the def2-TZVPD basis.

The geometry in ORCA input format:
```
! wB97M-V def2-TZVPD RIJCOSX def2/J DEFGRID3
* xyz 0 1
C 0.97224 1.11510 -0.56498
C 0.35936 0.04351 0.24102
O 1.05990 -1.05832 0.79884
O -0.16996 -1.69161 1.04010
C -0.81629 -0.63349 0.34806
O -2.06780 -0.61865 -0.11050
H 1.71431 1.74466 0.08537
H 1.45974 0.38228 -1.27160
H 0.23131 1.71521 -0.93554
H -2.74281 -0.99870 0.36923
*
```

Results
LUMO energy, eV: 0.61
Energy relative to the best compared isomer or geometry (same formula, charge and spin), kJ/mol: 560.9
Frontier orbital gap, eV: 8.912

---

Record 6
Below is C6H10O5 as an isolated structure in a non-equilibrium geometry, with properties calculated with the ωB97M-V functional and the def2-TZVPD basis.

The geometry in ORCA input format:
```
! wB97M-V def2-TZVPD RIJCOSX def2/J DEFGRID3
* xyz 0 1
C -1.46965 -0.57507 0.41532
C -0.74953 -1.81301 -0.18058
C 0.66253 -1.48418 -0.49742
C 1.53951 -0.23449 -0.56740
C 0.46754 1.02058 -0.47962
C -0.55984 0.72890 0.51944
H -2.31436 0.93176 -0.88872
H -1.87645 -0.82031 1.48636
H -1.16148 -2.60514 -0.79340
H 1.22777 -2.16948 -1.37837
H 2.51228 -0.10024 -1.32202
H 2.18660 0.78129 1.31162
H -0.08125 1.19036 -1.54661
H 0.94288 2.82649 0.35065
H -0.04123 0.92756 1.60406
H -1.95645 1.95448 1.30811
O -2.45755 -0.26217 -0.64566
O 0.39509 -1.95819 0.63253
O 2.58697 -0.22244 0.64594
O 1.27099 2.17546 -0.49417
O -1.64320 1.67070 0.43760
*
```

Results
LUMO energy, eV: 0.02
Energy relative to the best compared isomer or geometry (same formula, charge and spin), kJ/mol: 873.7
Frontier orbital gap, eV: 9.551

---

no.,DFT total energy (hartree)
1,-2112.56520
2,-501.48384
3,-6030.45667
4,-9275.82090
5,-342.24230
6,-610.50981